[1]
ORCA calculation (wB97M-V/def2-TZVPD) on a 15-piece molecular cluster, C64H160BCl4F4N10O4 overall in a non-equilibrium geometry.

Charge: +5

Structure (XYZ):
```
247
Properties=species:S:1:pos:R:3:mulliken_charge:R:1
N 1.04703 -3.82542 0.55498 2.879
H 1.32838 -4.00827 1.50762 -0.342
H 0.70919 -2.87652 0.48045 -0.444
H 0.29655 -4.42784 0.24844 -0.502
H 1.86661 -3.91376 -0.02861 -0.744
N 1.41038 -0.86236 3.41752 0.344
H 2.25067 -0.30201 3.41307 0.396
H 1.55806 -1.86108 3.44673 -0.030
H 0.96038 -0.72550 2.52373 0.057
H 0.73814 -0.51200 4.08493 0.309
C 0.33807 -7.29132 5.23127 -1.621
C -0.52710 -6.20758 4.61491 -0.073
N -2.03825 -6.15302 5.25122 0.633
C -2.02479 -5.52585 6.66999 -1.015
C -2.97134 -5.23393 4.32617 -0.604
C -2.59340 -3.76435 4.26759 -0.363
C -2.59494 -7.63309 5.33234 -0.527
C -4.09378 -7.85826 5.85607 -1.131
O -4.51544 -7.20307 7.04318 -0.345
C -5.85361 -6.96977 7.46406 -0.660
H -0.02770 -8.27844 4.94860 0.388
H 0.31319 -7.26107 6.32057 0.430
H 1.40193 -7.31500 4.99517 0.327
H -0.43683 -6.03475 3.54249 0.443
H -0.23404 -5.21880 4.96782 0.154
H -1.57736 -6.10337 7.47893 0.403
H -3.03456 -5.36404 7.04719 0.371
H -1.56604 -4.53772 6.70516 0.351
H -4.02274 -5.36481 4.58217 0.387
H -2.78565 -5.68051 3.34934 0.418
H -1.52835 -3.59332 4.11101 0.154
H -2.89754 -3.20978 5.15531 0.423
H -3.11553 -3.30834 3.42644 -0.276
H -1.93583 -8.17113 6.01366 0.532
H -2.53810 -7.90839 4.27921 0.338
H -4.41705 -8.89510 5.94851 0.555
H -4.71700 -7.61128 4.99659 0.431
H -6.34798 -7.92691 7.29796 0.312
H -6.13053 -6.18330 6.76200 0.286
H -5.90021 -6.61639 8.49413 0.220
C 5.68061 -6.20837 -3.89566 -1.359
C 6.83786 -5.57834 -3.08540 -0.052
N 7.58424 -6.52156 -2.07591 0.598
C 6.64058 -6.68527 -0.83666 -0.646
C 7.94970 -7.89580 -2.68031 -0.513
C 9.02394 -7.94235 -3.77672 -1.244
C 8.92967 -5.75651 -1.61520 -0.991
C 8.89667 -4.62540 -0.58582 -0.882
O 7.98265 -3.54623 -0.91074 0.192
C 8.57487 -2.63897 -1.84883 -0.783
H 5.89412 -6.95015 -4.66525 0.419
H 5.10232 -5.39064 -4.32577 0.334
H 4.95494 -6.50947 -3.14013 0.165
H 6.43090 -4.75687 -2.49577 -0.037
H 7.54784 -5.12516 -3.77725 0.574
H 7.20777 -7.18608 -0.05206 0.533
H 5.74448 -7.22000 -1.15157 0.452
H 6.35510 -5.67811 -0.53297 -0.252
H 7.04094 -8.43502 -2.94773 0.488
H 8.28605 -8.54949 -1.87555 0.447
H 9.17350 -8.96716 -4.11655 0.430
H 9.95446 -7.51703 -3.40077 0.309
H 8.82515 -7.43366 -4.72003 0.320
H 9.35823 -5.42086 -2.55954 0.572
H 9.68494 -6.45232 -1.24979 0.508
H 9.88171 -4.24958 -0.30914 0.775
H 8.62134 -5.13627 0.33684 -0.149
H 8.25479 -3.02180 -2.81790 0.314
H 9.62112 -2.33338 -1.84037 0.363
H 8.15157 -1.63584 -1.79739 0.083
C 1.64489 -8.23786 -2.06440 -0.956
C 2.26305 -9.27176 -1.05767 -0.834
N 1.50569 -9.39164 0.30884 0.205
C 2.20145 -10.31757 1.29882 -0.940
C 1.52339 -7.93262 0.92053 -0.101
C 2.88762 -7.36041 1.18003 -0.505
C -0.00352 -9.71275 0.13868 -0.409
C -0.32972 -10.98617 -0.74906 -0.901
O 0.30518 -12.23718 -0.28703 -0.357
C -0.23056 -12.80756 0.87299 -0.730
H 0.69589 -8.45433 -2.55495 0.433
H 2.26539 -8.13503 -2.95464 0.634
H 1.41553 -7.23964 -1.69151 0.070
H 3.31403 -9.01317 -0.92857 0.412
H 2.24043 -10.29463 -1.43360 0.725
H 1.91888 -11.32050 0.97883 0.423
H 1.86130 -10.06705 2.30363 0.307
H 3.28566 -10.23535 1.22256 0.392
H 0.98643 -7.91689 1.86896 0.672
H 0.99468 -7.21354 0.29483 -0.545
H 3.17765 -6.88300 0.24404 -0.047
H 3.62511 -8.11885 1.44267 0.435
H 2.92392 -6.61555 1.97499 0.138
H -0.40223 -8.90319 -0.47267 0.111
H -0.48637 -9.67862 1.11530 0.699
H 0.08527 -10.82382 -1.74381 0.211
H -1.38889 -11.07540 -0.99052 0.512
H 0.26845 -13.73815 1.14332 0.287
H -1.26057 -13.16165 0.83078 0.345
H -0.24450 -12.16022 1.74983 0.266
C 8.28405 -1.10451 3.36873 -1.422
C 7.76756 -2.43859 2.92567 0.222
N 6.22093 -2.44507 2.72611 0.180
C 5.54755 -2.28865 4.05395 -0.701
C 5.73042 -1.17901 1.91370 -1.264
C 6.24915 -1.09735 0.43097 -0.742
C 5.70592 -3.75425 1.94958 1.026
C 5.99400 -5.05650 2.63233 -0.470
O 7.37352 -5.24095 2.50550 -0.084
C 7.91111 -6.45621 3.06635 -1.063
H 8.33076 -0.35074 2.58277 0.328
H 9.34647 -1.26961 3.54792 0.484
H 7.83999 -0.71636 4.28538 0.309
H 7.88499 -3.19875 3.69798 0.498
H 8.23067 -2.77922 1.99960 -0.136
H 4.46341 -2.21843 3.96565 0.064
H 5.77185 -1.45537 4.71985 0.342
H 5.75589 -3.27122 4.47731 0.387
H 6.07916 -0.35484 2.53599 0.704
H 4.64926 -1.31602 1.93424 0.419
H 7.33790 -1.07267 0.38500 0.390
H 6.07488 -0.10268 0.02065 0.629
H 5.64160 -1.77406 -0.16990 0.073
H 6.18725 -3.72664 0.97200 -0.568
H 4.66852 -3.47399 1.76698 -0.272
H 5.47609 -5.85251 2.09732 -0.096
H 5.75333 -5.14304 3.69190 0.648
H 7.52265 -7.40580 2.69828 0.326
H 7.83036 -6.56827 4.14757 0.389
H 8.95064 -6.43466 2.73921 0.344
C -4.12279 -0.35723 -3.58756 -1.141
C -3.17893 0.85694 -3.77576 -0.248
C -2.24303 1.15643 -2.52071 -0.637
N -1.29964 2.27352 -2.74842 0.882
C -0.14135 1.97188 -3.74834 -1.195
C -0.76366 2.72503 -1.35400 0.206
C -1.46604 4.02069 -0.91697 -0.410
C -1.63392 4.78747 -2.20884 -0.778
C -2.07802 3.61105 -3.13537 -0.436
H -3.60302 -1.09583 -2.97730 -0.062
H -4.25437 -0.87173 -4.53944 0.583
H -5.11602 -0.08788 -3.22832 0.388
H -3.86903 1.68226 -3.95100 0.330
H -2.66787 0.61987 -4.70888 0.315
H -1.66932 0.30272 -2.15997 0.077
H -2.96287 1.34858 -1.72509 -0.001
H 0.19125 2.98716 -3.96441 0.461
H -0.39170 1.32870 -4.59199 0.419
H 0.53426 1.36144 -3.14918 0.310
H 0.30552 2.92660 -1.41965 -0.078
H -0.89744 1.83640 -0.73714 -0.003
H -0.76116 4.60533 -0.32584 0.498
H -2.39927 3.84564 -0.38167 -0.049
H -0.70759 5.32580 -2.40935 0.332
H -2.44756 5.51142 -2.16419 0.409
H -2.00295 3.96083 -4.16500 0.334
H -3.13597 3.43845 -2.93781 0.271
C 3.16088 1.86669 -0.26307 -1.623
C 3.34828 1.67133 -1.73698 -0.172
C 3.31805 0.14998 -2.17294 0.169
N 3.91521 -0.07710 -3.60475 0.433
C 3.34423 0.79176 -4.75362 -0.974
C 3.92411 -1.55025 -3.98013 0.039
C 5.36180 -2.03214 -3.96386 0.128
C 6.16721 -0.74016 -4.29692 -1.083
C 5.44606 0.32465 -3.45913 -0.388
H 2.33274 1.32126 0.18947 0.131
H 3.07634 2.94286 -0.11199 0.460
H 4.09873 1.67388 0.25785 0.433
H 4.28555 2.10681 -2.08337 0.421
H 2.57715 2.18289 -2.31297 0.218
H 2.32151 -0.28116 -2.07734 0.462
H 3.87820 -0.38395 -1.40532 -0.404
H 3.72724 0.54716 -5.74437 0.438
H 3.59040 1.81142 -4.45731 0.419
H 2.25812 0.71103 -4.79775 0.213
H 3.40465 -1.53829 -4.93831 0.176
H 3.21900 -2.00718 -3.28577 -0.118
H 5.54957 -2.76642 -4.74723 0.566
H 5.68161 -2.55872 -3.06467 -0.461
H 6.11808 -0.37705 -5.32349 0.438
H 7.19561 -0.93033 -3.98978 0.535
H 5.60616 1.37470 -3.70378 0.600
H 5.79052 0.09975 -2.44974 -0.100
C -4.78615 -3.56396 -3.58995 -1.515
C -3.36575 -3.70288 -4.12233 -0.009
C -2.35658 -4.26353 -3.20410 -0.408
N -0.91180 -3.95615 -3.70800 1.044
C -0.49521 -2.54197 -3.48356 -0.977
C 0.02762 -4.94581 -2.95186 0.490
C 1.11345 -5.46452 -3.90910 0.160
C 0.78728 -4.72217 -5.22882 -0.942
C -0.69422 -4.34401 -5.14980 -0.745
H -4.93383 -3.09473 -2.61727 0.147
H -5.28521 -4.52050 -3.43481 0.478
H -5.46526 -3.02718 -4.25237 0.455
H -3.07178 -2.72467 -4.50283 0.211
H -3.47993 -4.38439 -4.96531 0.295
H -2.45942 -5.34536 -3.11939 0.503
H -2.40142 -3.86046 -2.19235 -0.158
H -0.73157 -2.25908 -2.45779 0.462
H -1.00043 -1.88293 -4.18962 0.277
H 0.56634 -2.36784 -3.65931 0.044
H 0.48168 -4.47198 -2.08157 -0.600
H -0.53423 -5.86131 -2.76666 0.245
H 2.10774 -5.26306 -3.51047 -0.130
H 0.88724 -6.51117 -4.11270 0.161
H 1.41228 -3.83342 -5.31596 0.042
H 0.94676 -5.43264 -6.03993 0.595
H -1.03154 -3.57745 -5.84745 0.425
H -1.30014 -5.24899 -5.19401 0.494
C -4.22300 -3.07854 0.11688 -0.503
C -5.15247 -1.94627 0.54531 -0.429
C -4.36401 -0.62851 0.59207 -0.959
N -4.55205 0.19809 1.80968 0.698
C -4.11674 -0.49671 3.13093 -1.056
C -6.08545 0.54374 1.91986 -0.808
C -6.11940 1.85909 2.63732 -0.767
C -4.80196 2.58521 2.46894 -0.800
C -3.92143 1.60925 1.76743 0.003
H -3.55756 -3.37375 0.92814 -0.157
H -3.62917 -2.71376 -0.72121 -0.396
H -4.70725 -4.01764 -0.15089 0.621
H -5.71509 -2.20386 1.44265 0.391
H -6.01391 -1.84598 -0.11495 0.490
H -4.56384 -0.13677 -0.35996 0.249
H -3.30081 -0.86095 0.65265 0.471
H -4.88723 -1.25815 3.25195 0.291
H -3.96812 0.14182 4.00173 0.527
H -3.14740 -0.88640 2.82009 0.365
H -6.62746 -0.29452 2.35762 0.500
H -6.50224 0.55348 0.91274 0.443
H -6.43823 1.70465 3.66815 0.321
H -6.83390 2.53076 2.16144 0.390
H -4.26802 2.88382 3.37107 0.421
H -4.89139 3.39646 1.74646 0.382
H -2.91387 1.58333 2.18246 0.475
H -3.86682 1.71517 0.68396 -0.247
Cl 0.04422 -0.67175 0.03013 -1.054
Cl 2.26405 -4.02777 3.50562 -0.744
Cl 3.61569 -4.14522 -1.15452 -0.770
Cl -1.40338 -5.64825 0.27474 -0.750
B -0.90680 -0.30635 5.33783 0.029
F -2.20610 -0.14074 5.82106 -0.411
F -0.46946 -1.64718 5.32494 -0.231
F -0.94054 0.19908 4.10216 -0.178
F -0.01639 0.29878 6.20940 -0.311
```

=====

[2]
ORCA calculation (wB97M-V/def2-TZVPD) on a single C5H4O3 molecule in a non-equilibrium geometry.

Relative energy (zero: lowest compared OMol25 entry of this formula, charge and spin): 398.7 kJ/mol
SMILES string: C#CCC(=O)C(=O)O

Structure (XYZ):
```
12
Properties=species:S:1:pos:R:3:nbo_charge:R:1
C 0.24651 -2.99145 -0.09445 -0.190
C -0.29687 -1.91753 0.39959 -0.023
C -0.61482 -0.59476 0.74178 -0.583
C 0.11662 0.33853 -0.35697 0.473
O 1.26957 0.05556 -0.69036 -0.506
C -0.18166 1.97944 -0.12341 0.725
O -0.97337 2.27027 0.68882 -0.532
O 0.70547 2.77587 -0.73015 -0.644
H 0.50404 -3.90275 -0.51341 0.232
H -0.25231 0.10356 1.58542 0.292
H -1.65375 -0.45660 0.49065 0.259
H 1.13058 2.33988 -1.39750 0.498
```

=====

[3]
ORCA calculation (wB97M-V/def2-TZVPD) on a single C4H12N2O molecule in a non-equilibrium geometry.

Relative energy (zero: lowest compared OMol25 entry of this formula, charge and spin): 136.4 kJ/mol
SMILES string: NCC[C@H](N)CO

Structure (XYZ):
```
19
Properties=species:S:1:pos:R:3:nbo_charge:R:1
N -0.40645 -2.67709 -0.54149 -0.818
C -1.34801 -1.62998 -0.10724 -0.222
C -0.99585 -0.23074 -0.58778 -0.430
C 0.11812 0.40824 0.23626 -0.080
N -0.24454 0.74546 1.58754 -0.834
C 0.72020 1.61662 -0.46628 -0.051
O 2.07919 1.88648 -0.17871 -0.712
H 0.31181 -2.80961 0.17398 0.346
H 0.18629 -2.30453 -1.28452 0.345
H -1.43806 -1.65775 0.97671 0.180
H -2.34662 -1.91212 -0.45411 0.189
H -1.86807 0.42551 -0.64127 0.208
H -0.71972 -0.29210 -1.64350 0.202
H 0.91325 -0.34668 0.31342 0.170
H -1.11949 1.25306 1.65327 0.356
H -0.34650 -0.05515 2.19636 0.359
H 0.61933 1.47697 -1.54955 0.156
H 0.12583 2.49632 -0.19892 0.170
H 2.45983 1.13059 0.27458 0.465
```

=====

Results for E_LUMO: -8.6, -0.4, 0.9 (in eV, following the order of the records).
Results for HOMO-LUMO gap: 8.290, 9.177, 10.349 (in eV, following the order of the records).